Formula: C4H3ClN2OS
Source: the Open Molecules 2025 dataset
Level of theory: ωB97M-V/def2-TZVPD

```
12
Properties=species:S:1:pos:R:3:mulliken_charge:R:1
O 0.310 -2.366 -0.638 -0.38
C 1.103 -1.513 -0.932 0.19
C 1.066 0.251 -0.247 -0.02
Cl 1.096 1.421 -1.549 -0.18
C -0.247 0.294 0.469 0.27
C -1.428 0.808 -0.117 -0.34
S -2.609 0.714 1.093 0.11
N -1.530 0.092 2.242 -0.33
N -0.345 -0.062 1.807 -0.29
H 2.094 -1.534 -1.648 0.24
H 1.996 0.377 0.411 0.36
H -1.507 1.518 -0.891 0.38
```

For the largest force on an atom, the calculation gives 3.33 eV/A. The total charge is 0. The value obtained for the LUMO energy is 0.0 eV. As for the energy above the lowest of the compared OMol25 structures with the same formula, charge and spin: 2.1278 eV. The energy comes out at -1197.256908 Ha. Its structure (SMILES) is O=C[C@@H](Cl)c1csnn1.